Version 1
{"formula": "C2H3NOS", "method": "the ωB97M-V functional and the def2-TZVPD basis", "species": ["C", "C", "N", "O", "S", "H", "H", "H"], "xyz": [[-1.21, 0.76, -0.13], [1.21, -0.75, 0.10], [0.03, 1.23, 0.12], [1.10, 0.49, 0.43], [-2.03, -0.55, 0.44], [-1.84, 1.50, -0.76], [0.54, -1.57, -0.11], [2.20, -1.10, -0.09]], "molar_mass_g_mol": 89.12, "orbital_gap_ha": [0.257, 0.251], "homo_ev": [-8.56, -8.55]}

=====

Version 2
{"formula": "C2H3NOS", "method": "the ωB97M-V functional and the def2-TZVPD basis", "species": ["O", "C", "S", "C", "N", "H", "H", "H"], "xyz": [[-0.95, 1.46, -0.83], [-1.20, 1.42, 0.30], [-1.83, 1.43, 1.71], [1.03, -0.85, -0.49], [0.37, -0.38, 0.44], [1.00, -1.77, -1.08], [2.00, -0.37, -0.74], [-0.41, -0.94, 0.69]], "molar_mass_g_mol": 89.12, "orbital_gap_ha": 0.397, "homo_ev": -10.06, "smiles": "O=C=S.C=N"}

=====

It is version 2 that is most stable; the runner-up trails by 0.1587 hartree.

=====

Version 1
{"formula": "C2H3NOS", "method": "the ωB97M-V functional and the def2-TZVPD basis", "species": ["N", "C", "S", "H", "C", "O", "H", "H"], "xyz": [[-0.60, -1.10, 1.77], [-0.64, -1.65, 0.81], [-0.77, -2.53, -0.63], [-0.72, -1.43, -1.49], [0.69, 1.72, -0.13], [0.45, 0.70, -0.74], [1.41, 1.69, 0.70], [0.18, 2.60, -0.29]], "molar_mass_g_mol": 89.12, "orbital_gap_ha": 0.395, "homo_ev": -10.13, "smiles": "N#CS.C=O"}

=====

Version 2
{"formula": "C2H3NOS", "method": "the ωB97M-V functional and the def2-TZVPD basis", "species": ["C", "C", "N", "O", "S", "H", "H", "H"], "xyz": [[0.27, -1.23, -0.71], [-0.21, 0.11, -0.44], [-0.06, -0.92, 0.58], [1.28, -3.55, -1.06], [0.84, -2.34, -1.77], [0.49, 0.94, -0.49], [-1.24, 0.38, -0.66], [0.64, -0.86, 1.32]], "molar_mass_g_mol": 89.12, "orbital_gap_ha": 0.334, "homo_ev": -8.75}

=====

It is version 1 that is most stable; the runner-up trails by 0.0395 hartree.

=====

Version 1
{"formula": "C4H13NO2", "method": "the ωB97M-V functional and the def2-TZVPD basis", "species": ["C", "C", "C", "N", "C", "H", "H", "H", "H", "H", "H", "H", "H", "H", "O", "H", "H", "O", "H", "H"], "xyz": [[-2.32, 1.12, -0.61], [-1.67, 0.74, 0.70], [-1.23, -0.62, 0.24], [-0.84, -0.55, -1.26], [-1.49, 0.68, -1.73], [-2.57, 2.14, -0.78], [-3.26, 0.59, -0.72], [-0.74, 1.29, 0.86], [-2.39, 0.81, 1.48], [-0.29, -0.96, 0.72], [-2.07, -1.31, 0.35], [0.16, -0.60, -1.41], [-0.78, 1.38, -2.23], [-2.26, 0.53, -2.58], [4.38, -0.98, -0.10], [4.60, -1.66, -0.85], [3.82, -1.51, 0.57], [3.15, -0.75, 2.51], [2.33, -0.38, 2.84], [3.47, 0.04, 2.00]], "molar_mass_g_mol": 107.15, "orbital_gap_ha": 0.335, "homo_ev": -8.60, "smiles": "C1CCNC1.O.O"}

=====

Version 2
{"formula": "C4H13NO2", "method": "the ωB97M-V functional and the def2-TZVPD basis", "species": ["C", "C", "N", "C", "C", "O", "H", "H", "H", "H", "H", "H", "H", "H", "H", "H", "H", "O", "H", "H"], "xyz": [[0.60, 0.19, -1.70], [0.00, 1.35, -0.86], [0.89, 2.43, -0.50], [-0.53, 0.86, 0.47], [-2.03, 0.28, 0.34], [0.44, 0.05, 1.09], [1.38, -0.43, -1.09], [-0.17, -0.63, -1.83], [1.08, 0.47, -2.64], [-0.67, 1.73, -1.57], [1.90, 2.32, -0.40], [0.94, 3.00, -1.37], [-0.71, 1.69, 1.20], [-2.48, 0.63, 1.19], [-2.57, 0.77, -0.48], [-1.82, -0.79, 0.20], [0.11, -0.82, 0.95], [1.62, -4.25, 2.15], [1.27, -4.34, 3.07], [0.78, -4.53, 1.77]], "molar_mass_g_mol": 107.15, "orbital_gap_ha": 0.360, "homo_ev": -9.19, "smiles": "C[C@H](N)[C@@H](C)O.O"}

=====

Version 3
{"formula": "C4H13NO2", "method": "the ωB97M-V functional and the def2-TZVPD basis", "species": ["C", "C", "C", "C", "N", "H", "H", "H", "H", "H", "H", "H", "H", "H", "O", "H", "H", "O", "H", "H"], "xyz": [[-0.13, -0.60, -0.70], [0.79, 0.24, 0.11], [0.49, 1.80, 0.34], [2.13, 0.06, -0.19], [2.44, -1.25, -0.07], [-0.91, 0.04, -1.10], [0.13, -1.11, -1.62], [-0.66, -1.33, -0.12], [-0.66, 1.88, 0.26], [0.89, 2.24, 1.27], [0.95, 2.50, -0.43], [2.51, 0.61, -1.07], [1.54, -1.75, 0.14], [3.07, -1.51, 0.69], [-4.98, -0.71, -2.18], [-4.74, -1.55, -2.51], [-4.14, -0.17, -2.26], [0.70, 0.45, 3.26], [0.29, 0.49, 2.42], [0.28, -0.33, 3.75]], "molar_mass_g_mol": 107.15, "orbital_gap_ha": 0.282, "homo_ev": -7.65, "smiles": "CC(C)=CN.O.O"}

=====

Version 4
{"formula": "C4H13NO2", "method": "the ωB97M-V functional and the def2-TZVPD basis", "species": ["C", "N", "C", "C", "C", "O", "H", "H", "H", "H", "H", "H", "H", "H", "H", "H", "H", "O", "H", "H"], "xyz": [[-2.16, -2.31, -1.00], [-1.00, -1.71, -0.35], [-0.11, -0.79, -0.98], [0.31, 0.39, -0.09], [0.91, 1.57, -0.80], [-0.89, 0.89, 0.57], [-2.33, -3.31, -0.61], [-3.08, -1.75, -0.77], [-1.99, -2.24, -2.07], [-0.77, -2.05, 0.56], [-0.60, -0.37, -1.86], [0.82, -1.27, -1.32], [0.90, -0.06, 0.71], [1.64, 1.24, -1.55], [1.41, 2.17, -0.05], [0.12, 2.12, -1.31], [-1.38, 0.07, 0.76], [2.61, 1.78, 2.31], [3.07, 1.32, 1.58], [2.25, 1.06, 2.82]], "molar_mass_g_mol": 107.15, "orbital_gap_ha": 0.342, "homo_ev": -8.55, "smiles": "CNC[C@@H](C)O.O"}

=====

It is version 4 that is most stable; the runner-up trails by 0.0139 hartree.

=====

Version 1
{"formula": "C5H6N2O3", "method": "the ωB97M-V functional and the def2-TZVPD basis", "species": ["O", "C", "C", "C", "N", "C", "N", "H", "H", "H", "H", "H", "H", "O", "C", "O"], "xyz": [[1.79, -1.32, 0.70], [0.67, -0.66, 0.31], [0.12, -0.56, -0.92], [-1.04, 0.34, -0.69], [-0.73, 1.63, -0.16], [-1.17, 0.52, 0.68], [-0.20, -0.35, 1.31], [2.40, -1.38, -0.01], [0.49, -0.93, -1.84], [-1.82, 0.30, -1.44], [0.26, 1.74, -0.24], [-2.05, 0.58, 1.18], [-0.04, -0.72, 2.26], [2.89, -0.26, -1.28], [2.62, 0.49, -0.45], [2.52, 1.40, 0.18]], "molar_mass_g_mol": 142.11, "orbital_gap_ha": 0.322, "homo_ev": -8.12, "smiles": "OC1=C[C@@H]2N[C@@H]2N1.O=C=O"}

=====

Version 2
{"formula": "C5H6N2O3", "method": "the ωB97M-V functional and the def2-TZVPD basis", "species": ["N", "C", "O", "C", "N", "C", "C", "C", "O", "O", "H", "H", "H", "H", "H", "H"], "xyz": [[-1.04, 1.75, -1.64], [-0.64, 0.48, -1.68], [-1.23, -0.34, -2.38], [0.21, 0.05, -0.49], [1.21, 0.72, -0.13], [1.93, 0.29, 1.05], [1.00, -0.40, 2.06], [0.13, -1.41, 1.38], [-0.26, -2.45, 1.84], [-0.29, -1.07, 0.13], [-0.35, 2.49, -1.68], [-2.05, 1.84, -1.87], [2.41, 1.16, 1.52], [2.73, -0.39, 0.73], [0.33, 0.35, 2.51], [1.55, -0.88, 2.87]], "molar_mass_g_mol": 142.11, "orbital_gap_ha": 0.393, "homo_ev": -10.23, "smiles": "NC(=O)C1=NCCC(=O)O1"}

=====

Version 3
{"formula": "C5H6N2O3", "method": "the ωB97M-V functional and the def2-TZVPD basis", "species": ["O", "C", "C", "C", "O", "N", "C", "C", "N", "H", "H", "H", "H", "O", "H", "H"], "xyz": [[1.21, 1.11, -1.97], [0.51, 0.67, -1.09], [-0.79, -0.14, -1.32], [-0.86, -0.96, -0.08], [-1.55, -2.04, 0.28], [-0.93, -2.60, 1.37], [0.13, -1.87, 1.65], [0.18, -0.75, 0.78], [1.03, 0.25, 0.32], [-1.63, 0.55, -1.43], [-0.69, -0.74, -2.23], [0.76, -2.14, 2.49], [2.01, 0.30, 0.56], [0.42, 3.02, -0.06], [0.76, 2.29, 0.68], [-0.54, 3.05, 0.05]], "molar_mass_g_mol": 142.11, "orbital_gap_ha": 0.340, "homo_ev": -8.84, "smiles": "O=C1Cc2oncc2N1.O"}

=====

It is version 2 that is most stable; the runner-up trails by 0.0865 hartree.